Record 1
This record from OMol25 describes a 2-piece molecular cluster, C4H9NO overall. The level of theory is ωB97M-V with the def2-TZVPD basis set.

## Properties
E_LUMO	0.833	eV
SMILES string	C=C=NC.CO
electronic energy	-287.7288	Eh
HOMO level	-9.3	eV
Kohn-Sham gap	10.151	eV
molecular weight	87.122	g/mol
total charge	0

Geometry as XYZ:
```
15
Properties=species:S:1:pos:R:3:forces:R:3
C 1.90570 -1.66494 -0.31185 0.406 0.033 -0.246
O 0.82860 -2.03915 0.51160 -0.175 0.106 0.157
C -1.32862 0.30673 0.12940 0.317 0.220 0.084
N -0.22886 0.82118 0.29393 -0.739 -0.330 -0.091
C -0.01584 2.25249 0.10584 0.058 0.214 -0.011
C -2.46098 -0.33900 0.00804 0.090 0.048 0.005
H 1.61210 -1.55712 -1.36768 -0.010 -0.027 0.170
H 2.65969 -2.45451 -0.24655 -0.059 0.117 -0.047
H 2.36318 -0.71869 0.00970 -0.050 -0.173 -0.024
H -0.86331 2.74294 -0.38613 0.111 -0.085 0.070
H 0.14222 2.70733 1.08784 0.009 -0.052 -0.145
H 0.88976 2.40337 -0.48637 -0.128 -0.042 0.084
H -3.11968 -0.42867 0.86388 0.077 0.020 -0.106
H -2.73460 -0.80503 -0.93055 0.055 0.084 0.096
H 0.35063 -1.22691 0.71889 0.040 -0.134 0.004
```
Forces are in eV/Å.



Record 2
This record from OMol25 describes C4H9NO in the gas phase. The level of theory is ωB97M-V with the def2-TZVPD basis set.

## Properties
E_LUMO	0.930	eV
SMILES string	[H]/N=C(/C)COC
electronic energy	-287.7294	Eh
HOMO level	-9.5	eV
Kohn-Sham gap	10.407	eV
molecular weight	87.122	g/mol
total charge	0

Geometry as XYZ:
```
15
Properties=species:S:1:pos:R:3:forces:R:3
C 2.27670 -0.03475 -0.12784 0.306 0.134 -1.265
C -2.07221 -0.49899 -0.57588 -0.097 -0.047 0.082
N -0.62080 -1.04091 1.25006 -1.855 0.606 0.368
C -0.96879 -0.16845 0.38224 0.254 -2.041 0.113
C -0.15508 1.02914 0.10007 3.631 -0.605 1.617
O 1.30088 0.56829 0.66387 -2.351 1.733 -0.264
H -0.00088 -0.67208 1.96976 0.674 -0.048 -0.730
H 2.98248 -0.60992 0.47688 -0.372 0.073 0.422
H 1.90312 -0.73265 -0.89035 -0.243 0.091 0.122
H 2.89798 0.71414 -0.64175 -0.176 -0.005 -0.094
H -2.70835 -1.27238 -0.15348 0.037 -0.017 -0.008
H -1.65260 -0.86233 -1.51423 -0.006 0.072 -0.138
H -2.67721 0.38266 -0.78268 -0.046 0.081 -0.122
H -0.35576 1.84949 0.78941 0.001 0.110 -0.298
H -0.14948 1.34873 -0.94607 0.242 -0.137 0.196
```
Forces are in eV/Å.



Record 3
This record from OMol25 describes a 2-piece molecular cluster, C4H9NO overall. The level of theory is ωB97M-V with the def2-TZVPD basis set.

## Properties
E_LUMO (spin up / spin down)	0.793 / 0.793	eV
electronic energy	-287.5626	Eh
HOMO level (spin up / spin down)	-7.8 / -8.0	eV
Kohn-Sham gap (spin up / spin down)	8.562 / 8.755	eV
molecular weight	87.122	g/mol
total charge	0

Geometry as XYZ:
```
15
Properties=species:S:1:pos:R:3:forces:R:3
C -2.99295 -0.14386 0.10435 0.053 -1.249 0.204
C -1.87357 0.37250 -0.26180 1.844 1.413 -0.212
C 1.21526 -1.27212 0.31903 -1.641 -1.119 1.629
C 1.72361 1.03885 -0.34854 1.942 -1.465 3.702
N 0.98834 0.12142 0.58332 0.780 0.595 -1.016
O -0.11809 0.50719 1.08067 -0.615 -0.075 -0.253
H -3.85113 0.26232 -0.38068 -1.066 -0.069 0.019
H -2.99495 -1.05515 0.70681 -0.487 0.391 0.080
H -1.66593 1.25177 -0.87230 -0.035 -0.279 0.121
H 0.18486 -1.87444 0.41053 2.559 1.230 0.328
H 1.47141 -1.29208 -0.69815 0.608 -0.644 -1.519
H 2.09941 -1.57368 0.94820 -1.179 -0.469 -0.546
H 1.75124 0.74929 -1.33287 -0.719 -0.953 -2.531
H 1.20419 1.92712 -0.18651 -0.041 1.957 0.041
H 2.85830 0.98088 -0.07206 -2.003 0.735 -0.047
```
Forces are in eV/Å.



Record 4
This record from OMol25 describes C4H9NO as an isolated structure. The level of theory is ωB97M-V with the def2-TZVPD basis set.

## Properties
E_LUMO	-0.864	eV
electronic energy	-287.5963	Eh
HOMO level	-7.7	eV
Kohn-Sham gap	6.843	eV
molecular weight	87.122	g/mol
total charge	0

Geometry as XYZ:
```
15
Properties=species:S:1:pos:R:3:forces:R:3
C 0.76417 1.97800 0.59344 4.281 -2.444 -3.369
C 1.66603 1.13687 -0.39200 -2.526 1.172 -0.608
C 0.80532 0.22942 -1.18089 1.525 1.237 0.782
C -0.08090 -0.57523 -0.40891 -1.532 -0.207 2.429
N -1.18732 -1.15978 -1.03042 1.441 1.029 -3.184
O 0.01013 -0.79732 0.83140 0.367 0.414 -1.652
H 1.14507 2.73615 1.17299 1.462 0.889 1.741
H -0.14789 2.20627 0.18914 -2.186 -0.337 -0.778
H 1.08234 0.87796 0.80548 -1.304 -0.793 2.487
H 2.78552 1.07395 -0.28728 -1.104 0.694 -0.597
H -2.03343 -2.85650 1.92791 -0.141 -0.808 0.767
H -2.17261 -3.41685 2.44735 0.165 0.814 -0.765
H 0.69405 0.27943 -2.27120 0.943 -0.499 0.476
H -1.96958 -1.04957 -0.46018 -1.420 -0.244 1.239
H -1.36090 -0.66279 -1.93683 0.029 -0.918 1.032
```
Forces are in eV/Å.



Record 5
This record from OMol25 describes C4H9NO in the gas phase. The level of theory is ωB97M-V with the def2-TZVPD basis set.

## Properties
E_LUMO	0.673	eV
electronic energy	-287.6671	Eh
HOMO level	-8.3	eV
Kohn-Sham gap	8.948	eV
molecular weight	87.122	g/mol
total charge	0

Geometry as XYZ:
```
15
Properties=species:S:1:pos:R:3:forces:R:3
C -1.53024 0.89858 0.26243 -0.051 0.031 -0.117
C -1.06541 0.68926 -1.15138 0.211 0.935 0.033
N 0.30546 0.52367 -1.18032 -0.599 -0.099 -0.359
C 0.43130 -0.83853 -0.59732 0.043 -0.404 0.144
C 0.97975 -0.84470 0.84249 -0.117 -0.299 0.014
O 1.59659 0.36412 1.20726 0.135 0.121 -0.178
H -0.77702 0.98063 1.05952 -0.106 -0.141 -0.206
H -1.97571 1.89067 0.10517 -0.094 0.025 0.261
H -2.36421 0.25945 0.57288 0.077 0.080 -0.238
H -0.57657 -1.28343 -0.64247 0.351 -0.341 0.255
H 0.65876 0.52944 -2.13396 -0.123 -0.083 0.191
H 1.01627 -1.43665 -1.29500 0.212 0.112 0.140
H 1.70949 -1.65657 0.93535 -0.075 0.053 0.018
H 0.15689 -1.06147 1.53666 0.124 0.049 -0.046
H 1.43463 0.98552 0.47869 0.014 -0.039 0.087
```
Forces are in eV/Å.



Record 6
This record from OMol25 describes a 2-piece molecular cluster, C4H9NO overall. The level of theory is ωB97M-V with the def2-TZVPD basis set.

## Properties
E_LUMO	0.930	eV
SMILES string	C=CN.CC=O
electronic energy	-287.7388	Eh
HOMO level	-8.2	eV
Kohn-Sham gap	9.110	eV
molecular weight	87.122	g/mol
total charge	0

Geometry as XYZ:
```
15
Properties=species:S:1:pos:R:3:forces:R:3
C 0.04815 0.48399 2.30006 0.124 -0.119 0.198
C 1.07123 -0.37673 2.15929 -0.889 0.272 1.090
N 2.34746 -0.12793 1.72614 0.499 0.221 -0.501
H -0.06636 1.46328 1.85394 0.610 0.097 -0.092
H -0.74090 0.26594 3.01150 -0.087 -0.441 -0.372
H 0.96722 -1.34244 2.64430 -0.051 -0.150 -0.154
H 2.61411 0.82876 1.60025 -0.058 0.185 -0.305
H 2.84001 -0.78600 1.14456 -0.152 -0.050 0.125
O -1.41935 -1.62523 -1.33185 -0.272 -0.614 0.318
C -1.13446 -0.91534 -2.24836 1.142 0.167 -0.465
C -1.46443 0.49895 -2.33538 -0.031 2.600 -1.295
H -0.52028 -1.25249 -3.11470 -0.132 -0.411 0.151
H -0.63027 1.22633 -2.46963 0.434 -0.900 1.140
H -2.14660 0.87381 -1.58045 -0.078 -0.094 -0.001
H -1.76555 0.78511 -3.35968 -1.059 -0.762 0.162
```
Forces are in eV/Å.



Record 7
This record from OMol25 describes C4H9NO in the gas phase. The level of theory is ωB97M-V with the def2-TZVPD basis set.

## Properties
E_LUMO	0.917	eV
SMILES string	CCNC(C)=O
electronic energy	-287.8023	Eh
HOMO level	-9.6	eV
Kohn-Sham gap	10.562	eV
molecular weight	87.122	g/mol
total charge	0

Geometry as XYZ:
```
15
Properties=species:S:1:pos:R:3:forces:R:3
C 1.58613 -0.54818 -0.66617 -0.957 -0.522 1.290
C 1.02024 -0.80762 0.75226 -0.886 -1.257 -0.442
N -0.36807 -0.80138 0.96699 -0.471 1.641 -0.458
C -1.27928 -0.13478 0.00938 1.614 0.201 -1.145
C -1.02028 1.38354 -0.20341 -0.565 -0.799 0.285
O 1.73712 -1.23788 1.62216 0.522 0.538 0.361
H 0.80426 -0.47840 -1.40873 0.055 0.353 -0.214
H 2.16633 0.36435 -0.57468 0.333 -0.129 -0.419
H 2.14546 -1.45529 -0.87809 0.527 0.336 -0.074
H -0.62384 -0.53928 1.91137 0.414 -0.535 0.224
H -2.30777 -0.38933 0.22392 -0.128 -0.031 0.142
H -0.98441 -0.57034 -0.94487 -0.736 -0.320 -0.072
H -1.38430 1.74253 -1.16864 -0.044 -0.260 -0.030
H 0.05758 1.51273 -0.18779 -0.017 0.456 0.212
H -1.54916 1.95932 0.54629 0.337 0.326 0.342
```
Forces are in eV/Å.



Record 8
This record from OMol25 describes C4H9NO in the gas phase. The level of theory is ωB97M-V with the def2-TZVPD basis set.

## Properties
E_LUMO	0.901	eV
SMILES string	CCNC(C)=O
electronic energy	-287.7246	Eh
HOMO level	-9.6	eV
Kohn-Sham gap	10.527	eV
molecular weight	87.122	g/mol
total charge	0

Geometry as XYZ:
```
15
Properties=species:S:1:pos:R:3:forces:R:3
C 1.73506 0.12783 -0.51184 -0.353 -6.891 1.028
C 0.88627 -0.72213 0.49141 -1.153 3.780 -0.218
C -1.57100 -0.36545 -0.04057 4.078 2.405 -0.340
C -1.36576 1.12149 0.13118 -8.150 -2.408 -1.131
H 1.47776 1.03109 -0.55789 -3.767 7.197 -1.739
H 2.61061 0.42542 -0.10906 3.827 -0.430 1.844
H 1.94005 -0.42607 -1.42410 -0.389 0.339 -0.134
H 1.37064 -1.61161 0.42742 1.754 -2.626 1.353
H 0.66462 -0.22582 1.52229 1.262 -1.008 -1.549
H -0.59106 -2.06731 0.09783 -0.052 -0.148 -0.415
H -1.01556 1.54625 -0.69053 1.290 1.482 -4.330
H -2.39467 1.61698 0.33171 1.686 -0.949 -0.269
H -0.75132 1.42841 0.76819 5.123 2.053 6.090
N -0.37759 -1.09617 -0.08265 -2.052 -0.739 0.209
O -2.61805 -0.78291 -0.35338 -3.106 -2.057 -0.399
```
Forces are in eV/Å.



Record 9
This record from OMol25 describes C4H9NO in the gas phase. The level of theory is ωB97M-V with the def2-TZVPD basis set.

## Properties
E_LUMO	0.908	eV
SMILES string	CCNC(C)=O
electronic energy	-287.8238	Eh
HOMO level	-9.6	eV
Kohn-Sham gap	10.482	eV
molecular weight	87.122	g/mol
total charge	0

Geometry as XYZ:
```
15
Properties=species:S:1:pos:R:3:forces:R:3
C -2.32408 0.54873 0.00008 -0.034 0.042 0.014
C -1.17750 -0.32496 -0.48486 -0.138 -0.133 -0.041
N 0.12714 0.20459 -0.13339 0.100 -0.022 -0.077
C 1.15314 -0.63674 0.19535 0.024 -0.068 0.037
O 0.97863 -1.81082 0.47759 0.073 0.317 -0.108
C 2.53267 -0.00981 0.20117 0.085 0.003 0.014
H -3.27705 0.12909 -0.33841 0.126 0.072 0.070
H -2.25394 1.56984 -0.39391 0.012 -0.146 0.047
H -2.33772 0.60303 1.09260 0.012 0.007 -0.135
H -1.22565 -1.31882 -0.03614 -0.050 0.119 -0.069
H -1.23024 -0.45782 -1.57437 -0.070 0.010 0.128
H 0.36056 1.12964 -0.46112 0.019 -0.146 0.032
H 2.58998 0.91054 -0.38856 -0.030 -0.127 0.115
H 3.23368 -0.74278 -0.20340 -0.077 0.109 0.075
H 2.83144 0.21047 1.22976 -0.051 -0.038 -0.103
```
Forces are in eV/Å.



Record 10
This record from OMol25 describes a 2-piece molecular cluster, C4H9NO overall. The level of theory is ωB97M-V with the def2-TZVPD basis set.

## Properties
E_LUMO (spin up / spin down)	0.663 / 0.876	eV
electronic energy	-287.6580	Eh
HOMO level (spin up / spin down)	-6.6 / -7.0	eV
Kohn-Sham gap (spin up / spin down)	7.216 / 7.870	eV
molecular weight	87.122	g/mol
total charge	0

Geometry as XYZ:
```
15
Properties=species:S:1:pos:R:3:forces:R:3
C 1.62937 -1.12776 -0.48540 0.410 -0.479 -0.412
C 0.83881 1.48977 -0.69365 0.217 0.356 -0.050
N -0.38995 1.12060 -0.21776 -0.413 -0.016 -0.152
C -0.52966 0.10589 0.65705 0.818 -0.685 0.189
O 0.54151 -0.44374 1.06366 -1.245 0.730 -0.005
C -1.90042 -0.47876 0.89360 -0.080 0.042 0.062
H 2.59703 -0.64312 -0.58821 -0.253 -0.030 0.063
H 1.05646 -1.19558 -1.40824 0.069 0.055 0.193
H 1.64208 -2.03687 0.11089 -0.034 0.254 -0.146
H 1.65606 1.47306 0.01079 -0.096 -0.044 -0.092
H 0.83771 2.22158 -1.50002 -0.025 -0.256 0.231
H -1.21582 1.44382 -0.71092 0.217 -0.097 0.193
H -2.70037 0.18499 0.54065 0.204 -0.106 0.057
H -2.06777 -0.67345 1.95869 0.113 0.072 -0.210
H -1.99505 -1.44043 0.36886 0.098 0.205 0.079
```
Forces are in eV/Å.



Record 11
This record from OMol25 describes C4H9NO in the gas phase. The level of theory is ωB97M-V with the def2-TZVPD basis set.

## Properties
E_LUMO	0.905	eV
SMILES string	CCC(=O)NC
electronic energy	-287.8127	Eh
HOMO level	-9.6	eV
Kohn-Sham gap	10.539	eV
molecular weight	87.122	g/mol
total charge	0

Geometry as XYZ:
```
15
Properties=species:S:1:pos:R:3:forces:R:3
C 2.38441 -0.15456 0.26664 0.152 -0.083 -0.016
C 1.05926 0.49550 -0.08489 0.084 0.154 0.205
C -0.13163 -0.43457 0.08805 -0.008 0.242 0.001
O -0.16003 -1.32266 0.91561 -0.048 0.269 -0.222
N -1.22879 -0.07526 -0.67757 0.191 0.061 0.107
C -2.50119 -0.00368 0.02258 -0.284 0.269 0.257
H 2.66242 -0.88526 -0.49834 0.027 0.046 0.128
H 3.19024 0.58222 0.35047 -0.163 -0.099 -0.055
H 2.29092 -0.67889 1.22048 0.040 0.040 -0.132
H 0.84417 1.31496 0.63093 0.075 -0.248 -0.293
H 1.06584 0.95886 -1.08023 0.020 -0.173 0.133
H -1.03476 0.69911 -1.29638 -0.127 -0.018 0.124
H -3.36805 -0.11004 -0.63532 0.268 -0.122 -0.029
H -2.50245 -0.79513 0.77101 -0.141 0.053 -0.108
H -2.58614 0.97222 0.53889 -0.085 -0.390 -0.101
```
Forces are in eV/Å.



Record 12
This record from OMol25 describes C4H9NO in the gas phase. The level of theory is ωB97M-V with the def2-TZVPD basis set.

## Properties
E_LUMO	1.104	eV
SMILES string	C=CCN(C)O
electronic energy	-287.7017	Eh
HOMO level	-9.4	eV
Kohn-Sham gap	10.470	eV
molecular weight	87.122	g/mol
total charge	0

Geometry as XYZ:
```
15
Properties=species:S:1:pos:R:3:forces:R:3
C 0.69117 0.38105 0.05609 -0.858 1.409 1.558
C 0.84359 -1.87354 -0.76495 -0.893 0.307 0.606
N -0.07777 -0.83844 -0.11088 1.457 -1.451 -1.482
C -0.01425 1.36749 1.04946 0.041 -0.149 -0.799
C -1.25420 1.85578 0.94933 0.626 -0.206 -0.092
O -1.09041 -0.56186 -1.10547 -0.363 -0.081 0.734
H -1.89705 -0.80675 -0.61501 0.396 0.182 -0.438
H 1.65761 0.15103 0.51818 -0.187 -0.286 -0.239
H 0.87826 0.90450 -0.88905 -0.042 -0.205 -0.101
H 0.61731 1.71111 1.86692 -0.099 -0.034 -0.051
H 1.39464 -2.38965 0.02669 -0.037 0.207 -0.053
H 0.24436 -2.61855 -1.29786 -0.062 0.264 0.253
H 1.55124 -1.44658 -1.48305 -0.115 0.228 0.069
H -1.62483 2.59039 1.65930 0.050 -0.208 0.000
H -1.91965 1.57403 0.14031 0.085 0.023 0.036
```
Forces are in eV/Å.



Relative energy (zero: lowest compared OMol25 entry of this formula, charge and spin) (kcal per mole)
65.0 64.7 169.3 148.2 103.7 58.8 18.9 67.7 5.4 109.5 12.4 82.1